1.
DFT (the ωB97M-V functional and the def2-TZVPD basis) results for C3H10N2O2 as an isolated structure at a distorted geometry.

Last column: natural (NBO) charge in e.
Positions of all 17 atoms, in Å:
C (-1.74139, 0.55331, -1.50494)  -0.280
N (-1.47543, 2.33579, 1.04408)  -0.399
O (-0.65156, 1.35579, 0.82640)  -0.160
O (-0.65220, 0.47998, -0.65315)  -0.411
H (-1.26358, 3.23361, 0.61848)  0.360
H (-2.43964, 2.10017, 1.25316)  0.360
H (-2.47694, -0.25016, -1.32681)  0.162
H (-1.36432, 0.45915, -2.53395)  0.204
H (-2.25503, 1.51787, -1.42150)  0.171
C (2.28066, -2.25884, 0.16080)  -0.673
C (1.47335, -1.04005, 0.46046)  0.125
N (1.57705, -0.40011, 1.52958)  -0.648
H (0.88986, 0.36490, 1.61899)  0.351
H (0.67263, -0.75933, -0.29350)  0.184
H (2.99961, -2.44369, 0.95615)  0.222
H (2.80578, -2.12817, -0.78590)  0.215
H (1.62116, -3.12022, 0.05167)  0.218

The total charge is 0. The calculation puts the strongest force on any atom at 0.039 Eh/bohr. Its HOMO-LUMO gap is 8.537 eV.



2.
DFT (the ωB97M-V functional and the def2-TZVPD basis) results for C4H11NOS in the gas phase at a distorted geometry.

Last column: natural (NBO) charge in e.
Positions of all 18 atoms, in Å:
N (2.18982, 0.32835, -0.82455)  -0.832
C (0.99573, -0.48249, -0.65984)  -0.048
C (-0.22754, 0.24771, -1.34640)  -0.088
O (0.13234, 0.68706, -2.62632)  -0.723
C (0.80848, -0.78322, 0.85484)  -0.432
C (-0.61560, -1.06631, 1.32571)  -0.543
S (-1.59013, 0.40316, 1.66174)  -0.047
H (2.08804, 1.23079, -0.37166)  0.346
H (2.31286, 0.52096, -1.80460)  0.371
H (1.14398, -1.42537, -1.19677)  0.181
H (-1.09919, -0.41934, -1.31495)  0.162
H (-0.42909, 1.04828, -0.63340)  0.156
H (-0.24165, 1.55804, -2.75884)  0.477
H (1.02712, 0.14667, 1.39195)  0.204
H (1.63200, -1.47902, 0.99918)  0.241
H (-1.18341, -1.61208, 0.55309)  0.206
H (-0.72089, -1.79968, 2.12879)  0.236
H (-2.38726, -0.13125, 2.60254)  0.132

The SMILES is N[C@H](CO)CCS. The total charge is 0. The calculation puts the strongest force on any atom at 0.053 Eh/bohr. Its HOMO-LUMO gap is 9.893 eV.



3.
DFT (the ωB97M-V functional and the def2-TZVPD basis) results for a 2-piece molecular cluster, C3H3NOS overall at a distorted geometry.

Last column: natural (NBO) charge in e.
Positions of all 9 atoms, in Å:
C (1.66721, -0.73110, 0.02692)  0.101
C (0.07965, 1.05375, -0.26932)  0.309
C (-0.45222, -0.02500, 0.51964)  -0.198
N (2.60873, -1.25133, -0.31313)  -0.441
O (0.46820, 2.02335, 0.32043)  -0.479
S (-1.68877, -1.22845, 0.16109)  0.171
H (-0.00460, 0.84019, -1.32185)  0.152
H (-0.32252, -0.17874, 1.60210)  0.250
H (-2.35568, -0.50269, -0.72588)  0.135

The total charge is 0. The calculation puts the strongest force on any atom at 0.110 Eh/bohr. Its HOMO-LUMO gap (alpha / beta) is 8.561 / 8.562 eV.



4.
DFT (the ωB97M-V functional and the def2-TZVPD basis) results for C15H18N6NiO2S as an isolated structure.

Last column: natural (NBO) charge in e.
Positions of all 43 atoms, in Å:
Ni (-0.11280, -0.51739, -0.94865)  1.174
C (0.82206, -0.63911, -4.99211)  -0.665
C (1.04993, -0.57147, -3.50553)  0.472
O (-0.03338, -0.45072, -2.81881)  -0.754
C (2.33232, -0.63175, -3.00127)  -0.473
C (2.67999, -0.52840, -1.62273)  0.308
C (4.12745, -0.48392, -1.23155)  -0.662
N (1.76138, -0.46850, -0.70603)  -0.429
N (2.15666, -0.31074, 0.61890)  -0.421
C (1.10513, -0.22840, 1.37844)  0.524
O (-0.12109, -0.27110, 0.93842)  -0.803
C (1.29511, -0.05619, 2.84237)  -0.031
C (0.18928, -0.05880, 3.68496)  -0.213
C (0.35169, 0.09393, 5.05427)  -0.219
C (1.62038, 0.25187, 5.59074)  -0.210
C (2.72841, 0.25605, 4.75191)  -0.218
C (2.56876, 0.10219, 3.38534)  -0.199
H (0.25112, -1.54000, -5.22293)  0.227
H (1.75529, -0.65449, -5.55076)  0.213
H (0.22336, 0.21519, -5.30923)  0.220
H (3.14493, -0.73050, -3.70535)  0.210
H (4.76277, -0.56259, -2.10986)  0.212
H (4.35237, -1.29351, -0.53738)  0.241
H (4.34328, 0.44455, -0.70311)  0.239
H (-0.79303, -0.19234, 3.25332)  0.227
H (-0.51435, 0.08615, 5.70393)  0.209
H (1.74820, 0.36831, 6.65938)  0.209
H (3.72079, 0.37853, 5.16679)  0.211
H (3.42182, 0.10205, 2.72116)  0.234
C (-4.60035, 2.23963, -0.57460)  -0.663
C (-4.32581, 0.78648, -0.64451)  0.357
N (-5.20503, -0.15659, -0.59677)  -0.254
N (-4.47480, -1.31256, -0.68825)  -0.379
C (-3.15089, -1.11652, -0.79554)  0.229
S (-1.90897, -2.21182, -0.92019)  -0.188
N (-3.05936, 0.25380, -0.77332)  -0.245
N (-1.84224, 0.90634, -0.85496)  -0.651
H (-5.67223, 2.38721, -0.47782)  0.258
H (-4.25372, 2.74844, -1.47514)  0.233
H (-4.10022, 2.68879, 0.28439)  0.237
H (-4.93285, -2.20590, -0.66696)  0.430
H (-1.59075, 1.33082, 0.03266)  0.410
H (-1.82060, 1.55299, -1.63363)  0.394

The total charge is 0. The calculation puts the strongest force on any atom at 0.007 Eh/bohr. Its HOMO-LUMO gap (alpha / beta) is 7.339 / 7.249 eV.